Formula: C13H52AgF6N23O19S2
Source: OMol25
Level of theory: the ωB97M-V functional and the def2-TZVPD basis

Cartesian coordinates (Å):
Ag1 -1.71 -3.48 0.84
C1 2.58 -1.40 0.55
F1 2.71 -2.62 1.17
F2 3.47 -0.55 0.98
F3 2.71 -1.70 -0.77
S1 0.88 -0.72 0.96
O1 0.76 -0.89 2.39
O2 0.85 0.69 0.66
N1 -0.21 -1.82 0.18
S2 -0.79 -0.91 -1.02
O3 0.18 -0.10 -1.73
O4 -1.62 -1.67 -1.90
C2 -2.01 0.39 -0.24
F4 -3.22 0.10 -0.62
F5 -1.95 0.33 1.09
F6 -1.69 1.57 -0.69
O5 -2.23 -2.16 2.67
H1 -2.69 -2.21 3.52
H2 -2.25 -1.22 2.43
O6 2.24 3.56 1.40
H3 2.91 3.44 2.09
H4 1.46 3.09 1.74
O7 5.29 -2.71 2.35
H5 4.59 -3.37 2.30
H6 4.96 -2.05 3.01
O8 -3.59 -2.63 -3.84
H7 -3.21 -2.16 -4.60
H8 -3.21 -2.18 -3.07
C3 1.79 3.18 -2.44
O9 1.35 2.83 -3.55
N2 2.00 2.26 -1.40
N3 2.30 4.42 -2.18
H9 2.29 2.68 -0.54
H10 1.37 1.48 -1.58
H11 2.61 4.64 -1.25
H12 2.26 5.18 -2.84
C4 -1.74 1.70 -4.82
O10 -2.88 1.21 -4.84
N4 -1.47 2.89 -4.17
N5 -0.67 1.23 -5.56
H13 -2.14 3.21 -3.50
H14 -0.50 3.12 -3.97
H15 0.15 1.80 -5.57
H16 -0.72 0.25 -5.76
C5 3.59 -0.49 -4.17
O11 4.19 -1.55 -4.42
N6 2.61 0.07 -4.96
N7 3.92 0.26 -3.05
H17 2.09 -0.53 -5.57
H18 2.34 1.03 -4.83
H19 3.48 1.15 -2.97
H20 4.47 -0.23 -2.36
C6 7.36 -1.17 -0.28
O12 8.03 -0.52 -1.09
N8 7.10 -2.53 -0.43
N9 6.71 -0.64 0.82
H21 7.59 -2.96 -1.20
H22 6.60 -3.07 0.25
H23 6.13 -1.25 1.38
H24 6.77 0.35 0.94
C7 -2.75 3.60 1.75
O13 -3.70 3.38 1.01
N10 -2.97 3.93 3.10
N11 -1.43 3.53 1.34
H25 -3.73 4.55 3.30
H26 -2.10 3.96 3.60
H27 -1.31 3.72 0.36
H28 -0.73 3.89 1.96
C8 3.32 -5.31 -2.41
O14 3.95 -6.19 -3.14
N12 3.03 -4.10 -2.89
N13 3.02 -5.56 -1.12
H29 2.51 -3.44 -2.34
H30 3.42 -3.75 -3.77
H31 3.04 -6.51 -0.78
H32 2.71 -4.79 -0.56
C9 4.03 -0.51 4.46
O15 5.23 -0.75 4.31
N14 3.13 -1.46 4.94
N15 3.43 0.68 4.11
H33 3.60 -2.26 5.35
H34 2.21 -1.13 5.15
H35 2.53 1.02 4.38
H36 4.16 1.23 3.67
C10 -4.85 0.28 3.16
O16 -5.41 -0.82 3.37
N16 -3.89 0.84 4.00
N17 -5.09 1.07 2.07
H37 -3.80 1.84 4.04
H38 -3.69 0.30 4.82
H39 -4.44 1.83 1.85
H40 -5.76 0.91 1.34
C11 -4.75 -2.76 -0.33
O17 -3.53 -3.00 -0.25
N18 -5.49 -2.12 0.61
N19 -5.40 -2.97 -1.53
H41 -5.12 -1.92 1.53
H42 -6.44 -1.85 0.43
H43 -4.81 -3.54 -2.12
H44 -6.39 -3.04 -1.62
C12 -6.23 2.11 -3.57
O18 -7.37 2.16 -3.06
N20 -5.41 3.22 -3.83
N21 -5.70 0.92 -4.14
H45 -4.59 3.04 -4.39
H46 -5.82 4.12 -3.70
H47 -4.69 0.85 -4.15
H48 -6.18 0.06 -4.23
C13 -0.02 0.76 6.01
O19 1.15 1.10 6.22
N22 -0.41 0.05 4.90
N23 -0.98 0.95 6.99
H49 0.12 0.02 4.05
H50 -1.36 -0.26 4.89
H51 -1.79 0.36 6.95
H52 -0.65 1.14 7.92

Values from the calculation:
frontier orbital gap (alpha / beta): 7.114 / 2.152 eV
multiplicity: 2
strongest force on any atom: 0.0704 Eh/bohr
charge: +1

Löwdin population analysis, charges in e, atoms 1 to 8: number 1, Ag, carries 0.76; number 2, C, carries -0.61; number 3, F, carries 0.08; number 4, F, carries 0.19; number 5, F, carries 0.10; number 6, S, carries 0.66; number 7, O, carries -0.32; number 8, O, carries -0.28

***

Formula: C13H52N20O13
Source: OMol25
Level of theory: the ωB97M-V functional and the def2-TZVPD basis

Cartesian coordinates (Å):
C1 -2.49 -11.29 13.21
O1 -1.99 -10.33 12.37
N1 -3.69 -11.71 13.07
N2 -1.89 -11.90 14.20
H1 -4.46 -11.44 12.31
H2 -4.13 -12.20 13.90
H3 -1.06 -11.54 14.55
H4 -2.24 -12.60 14.90
C2 -1.38 -12.10 9.89
O2 -0.48 -12.30 10.90
N3 -2.40 -12.93 9.75
N4 -1.22 -11.14 9.02
H5 -2.73 -13.47 10.62
H6 -3.22 -12.72 9.12
H7 -0.46 -10.52 9.02
H8 -1.73 -11.20 8.09
C3 -1.18 -14.41 16.56
O3 -1.97 -13.27 16.64
N5 -1.45 -15.38 15.68
N6 -0.12 -14.65 17.27
H9 -2.43 -15.20 15.17
H10 -0.87 -16.24 15.56
H11 0.23 -13.87 17.74
H12 0.62 -15.31 17.02
C4 -6.61 -11.13 11.78
O4 -7.52 -12.08 12.07
N7 -6.76 -9.90 12.10
N8 -5.54 -11.38 11.08
H13 -7.54 -9.67 12.79
H14 -5.88 -9.30 12.33
H15 -5.42 -12.41 11.01
H16 -4.91 -10.79 10.50
C5 1.02 -11.44 15.81
O5 1.71 -12.53 16.22
N9 0.60 -10.44 16.49
N10 0.75 -11.29 14.53
H17 0.74 -10.65 17.50
H18 0.00 -9.60 16.26
H19 0.97 -11.98 13.82
H20 0.32 -10.38 14.19
C6 -4.42 -14.77 11.34
O6 -4.39 -15.97 10.66
N11 -3.32 -14.20 11.92
N12 -5.47 -14.09 11.54
H21 -2.34 -14.71 11.80
H22 -3.38 -13.30 12.36
H23 -6.33 -14.59 11.27
H24 -5.63 -13.62 12.45
C7 -4.67 -14.41 14.94
O7 -5.30 -13.34 14.30
N13 -4.92 -14.82 16.16
N14 -3.64 -15.03 14.45
H25 -5.90 -14.70 16.53
H26 -4.27 -15.47 16.59
H27 -3.37 -14.71 13.49
H28 -3.64 -16.11 14.47
C8 -5.96 -11.55 17.40
O8 -6.80 -11.79 16.37
N15 -6.30 -10.61 18.30
N16 -4.83 -12.05 17.56
H29 -7.25 -10.16 18.03
H30 -5.76 -10.03 18.95
H31 -4.66 -12.72 16.79
H32 -4.27 -11.94 18.44
C9 -4.08 -7.74 13.13
O9 -4.62 -6.74 13.90
N17 -3.18 -7.66 12.27
N18 -4.38 -8.99 13.21
H33 -2.71 -6.74 12.12
H34 -3.01 -8.43 11.61
H35 -4.99 -9.22 14.02
H36 -3.81 -9.81 12.92
C10 1.19 -14.14 13.39
O10 2.03 -15.05 13.93
N19 1.56 -13.20 12.57
N20 -0.14 -14.10 13.53
H37 0.90 -12.80 11.90
H38 2.48 -13.09 12.32
H39 -0.52 -14.54 14.39
H40 -0.78 -13.32 13.27
C11 0.11 -8.46 12.77
O11 -0.43 -8.52 14.13
H41 0.68 -7.57 12.75
H42 -0.69 -8.33 12.01
H43 0.72 -9.29 12.48
H44 -1.31 -8.77 13.98
C12 -3.88 -8.93 8.79
O12 -3.65 -9.97 9.76
H45 -4.77 -8.42 9.03
H46 -3.94 -9.30 7.74
H47 -3.05 -8.26 8.72
H48 -2.74 -10.32 9.66
C13 -2.82 -9.41 16.16
O13 -3.99 -10.11 15.90
H49 -2.60 -8.61 15.47
H50 -1.94 -10.01 16.00
H51 -2.85 -9.00 17.17
H52 -4.16 -10.75 16.64

Values from the calculation:
frontier orbital gap: 8.721 eV
multiplicity: 1
strongest force on any atom: 0.2015 Eh/bohr

Löwdin population analysis, charges in e, atoms 1 to 8: number 1, C, carries -0.60; number 2, O, carries -0.11; number 3, N, carries 0.10; number 4, N, carries 0.19; number 5, H, carries 0.11; number 6, H, carries 0.10; number 7, H, carries 0.03; number 8, H, carries 0.10

***

Q: Which value of multiplicity does entry 1 give?
A: 2